The following is a DFT calculation (wB97M-V/def2-TZVPD) of a 3-piece molecular cluster, C4H13NO2 overall at a distorted geometry.

Geometry as XYZ:
```
20
C4H13NO2 wB97M-V/def2-TZVPD
C -0.413 -0.316 1.771
N 0.269 0.614 -0.690
C 0.838 -0.651 -0.285
C 0.326 -1.233 0.857
C 1.879 -1.027 -1.315
H -1.214 -0.828 2.295
H 0.352 -0.029 2.400
H -1.004 0.391 1.234
H 0.010 1.231 0.145
H 0.823 0.983 -1.525
H 0.507 -2.213 1.394
H 2.141 -2.013 -1.288
H 2.706 -0.362 -1.124
H 1.434 -1.075 -2.342
H 1.178 2.423 -6.264
H 1.454 3.219 -5.014
O 1.473 3.342 -5.917
H -4.217 -1.119 5.913
H -4.105 -0.867 4.492
O -4.438 -0.470 5.262
```

Total energy (a.u.): -365.3512
Structure (SMILES): C/C=C(/C)N.O.O
Lowest unoccupied orbital energy (eV): 0.47
Gap between HOMO and LUMO (eV): 8.37
Highest occupied orbital energy (eV): -7.907
Relative energy (zero: lowest compared OMol25 entry of this formula, charge and spin) (kJ/mol): 239.58
Strongest force on any atom (eV Å⁻¹): 4.5

The following is a DFT calculation (wB97M-V/def2-TZVPD) of a 3-piece molecular cluster, C4H13NO2 overall at a distorted geometry.

Geometry as XYZ:
```
20
C4H13NO2 wB97M-V/def2-TZVPD
C 1.005 1.902 -1.974
N 0.834 1.003 -0.789
C -0.294 1.264 0.089
C -1.325 0.200 1.911
C -0.298 0.149 1.007
H 1.673 1.579 -2.739
H 1.226 2.942 -1.739
H -0.039 1.920 -2.379
H 1.601 0.492 -0.415
H -0.307 2.274 0.572
H -1.151 1.091 -0.547
H -1.407 -0.490 2.760
H -2.313 0.974 1.960
H 0.466 -0.644 0.922
H -1.181 -1.579 -2.702
H -0.107 -0.846 -1.872
O -0.600 -1.785 -1.934
H 1.220 -3.580 3.236
H 0.016 -3.492 2.292
O 0.981 -3.375 2.342
```

Total energy (a.u.): -365.3387
Structure (SMILES): C=CCNC.O.O
Lowest unoccupied orbital energy (eV): 0.90
Gap between HOMO and LUMO (eV): 9.57
Highest occupied orbital energy (eV): -8.668
Relative energy (zero: lowest compared OMol25 entry of this formula, charge and spin) (kJ/mol): 272.44
Strongest force on any atom (eV Å⁻¹): 4.6

The following is a DFT calculation (wB97M-V/def2-TZVPD) of a 2-piece molecular cluster, C4H13NO2 overall at a distorted geometry.

Geometry as XYZ:
```
20
C4H13NO2 wB97M-V/def2-TZVPD
C 1.227 1.025 -0.156
O 2.047 0.638 -1.330
C 1.775 0.030 0.983
C 1.365 -1.358 0.546
C -0.021 -1.952 0.852
N 0.167 -2.326 2.298
H 1.621 2.050 0.065
H 0.060 0.943 -0.310
H 1.793 1.300 -1.962
H 2.874 -0.004 0.817
H 1.176 0.265 1.884
H 1.314 -1.283 -0.591
H 2.163 -2.067 0.878
H -0.186 -2.827 0.284
H -0.969 -1.400 0.632
H -0.631 -2.959 2.603
H 0.467 -1.624 3.037
H -5.251 2.806 -1.837
H -5.592 4.029 -2.362
O -5.308 3.184 -2.742
```

Total energy (a.u.): -365.3504
Structure (SMILES): NCCCCO.O
Lowest unoccupied orbital energy (eV): 0.73
Gap between HOMO and LUMO (eV): 9.53
Highest occupied orbital energy (eV): -8.798
Relative energy (zero: lowest compared OMol25 entry of this formula, charge and spin) (kJ/mol): 241.83
Strongest force on any atom (eV Å⁻¹): 3.6

The following is a DFT calculation (wB97M-V/def2-TZVPD) of a 2-piece molecular cluster, C4H13NO2 overall at a distorted geometry.

Geometry as XYZ:
```
20
C4H13NO2 wB97M-V/def2-TZVPD
C 1.791 -0.180 0.018
O 2.632 -1.153 0.634
C 0.262 -0.335 0.167
C -0.508 0.985 0.487
C -0.362 2.001 -0.585
N -0.355 -1.457 0.929
H 2.124 0.745 0.529
H 1.906 -0.065 -1.045
H 2.497 -1.956 0.084
H -0.076 -0.431 -0.898
H -1.600 0.680 0.413
H -0.226 1.436 1.452
H -0.770 3.013 -0.492
H -0.760 1.511 -1.486
H 0.629 2.503 -0.782
H -0.745 -1.069 1.776
H 0.491 -1.950 1.297
H -1.609 -1.106 -0.910
H -2.851 -1.746 -0.358
O -2.470 -1.428 -1.228
```

Total energy (a.u.): -365.3805
Structure (SMILES): CC[C@H](N)CO.O
Lowest unoccupied orbital energy (eV): 0.67
Gap between HOMO and LUMO (eV): 10.69
Highest occupied orbital energy (eV): -10.024
Relative energy (zero: lowest compared OMol25 entry of this formula, charge and spin) (kJ/mol): 162.79
Strongest force on any atom (eV Å⁻¹): 2.9

The following is a DFT calculation (wB97M-V/def2-TZVPD) of a 3-piece molecular cluster, C4H13NO2 overall at a distorted geometry.

Geometry as XYZ:
```
20
C4H13NO2 wB97M-V/def2-TZVPD
N -1.667 -0.382 -1.198
C -1.600 0.683 -0.220
C -0.875 0.134 1.007
C -0.159 -1.093 0.628
C -1.020 -1.579 -0.566
H -1.152 -0.064 -1.997
H -1.219 1.540 -0.664
H -2.672 0.971 0.146
H -0.328 1.018 1.347
H -1.603 -0.138 1.911
H 0.822 -0.610 0.377
H 0.162 -1.926 1.230
H -0.243 -2.052 -1.230
H -1.810 -2.392 -0.602
H 0.803 1.359 -0.664
H 1.698 0.523 -1.567
O 1.772 1.328 -0.965
H 2.487 0.989 0.449
H 3.806 0.897 1.244
O 2.800 0.794 1.334
```

Total energy (a.u.): -365.3623
Structure (SMILES): C1CCNC1.O.O
Lowest unoccupied orbital energy (eV): 0.40
Gap between HOMO and LUMO (eV): 9.45
Highest occupied orbital energy (eV): -9.050
Relative energy (zero: lowest compared OMol25 entry of this formula, charge and spin) (kJ/mol): 210.42
Strongest force on any atom (eV Å⁻¹): 5.0

The following is a DFT calculation (wB97M-V/def2-TZVPD) of a 3-piece molecular cluster, C4H13NO2 overall at a distorted geometry.

Geometry as XYZ:
```
20
C4H13NO2 wB97M-V/def2-TZVPD
C 0.672 -2.251 0.754
C 1.155 -0.908 0.270
C 0.297 -0.628 -1.051
C 0.405 1.409 -2.266
N -0.049 0.770 -1.247
H 0.657 -2.319 1.892
H -0.349 -2.614 0.444
H 1.348 -3.174 0.423
H 2.177 -0.954 0.226
H 0.991 -0.123 1.122
H -0.688 -1.132 -0.958
H 0.759 -1.209 -1.798
H 1.138 0.996 -2.957
H 0.174 2.473 -2.481
H -1.223 0.245 0.909
H -0.650 -0.390 1.965
O -1.402 -0.648 1.463
H -2.477 3.300 0.707
H -1.250 3.969 1.317
O -1.687 3.188 1.264
```

Total energy (a.u.): -364.9786
Spin multiplicity: 2
Lowest unoccupied orbital energy (spin up / spin down) (eV): -5.50 / -9.52
Gap between HOMO and LUMO (spin up / spin down) (eV): 9.15 / 5.12
Expectation value of S²: 0.763
Highest occupied orbital energy (spin up / spin down) (eV): -14.647 / -14.639
Charge: +1
Relative energy (zero: lowest compared OMol25 entry of this formula, charge and spin) (kJ/mol): 442.04
Strongest force on any atom (eV Å⁻¹): 6.4

Look up the total energy of the first one.
-365.3512 a.u.